The following is a DFT calculation (ωB97M-V with the def2-TZVPD basis set) of a molecular structure, C42H38N6NaO6PS2 in a non-equilibrium geometry.

Atoms and positions in Å:
Na -0.39210 0.22953 -0.66477
C 4.21811 -6.09480 -1.54387
C 3.50490 -5.89293 -0.36486
C 2.51464 -4.92239 -0.30384
C 2.21815 -4.11795 -1.41246
C 2.94160 -4.32919 -2.58446
C 3.93279 -5.31029 -2.65093
P 0.86658 -2.85262 -1.18063
C 0.87139 -2.01506 -2.84099
C 0.25700 -2.76500 -3.85701
C 0.07834 -2.25016 -5.13057
C 0.49611 -0.95312 -5.42190
C 1.10946 -0.19842 -4.43845
C 1.29929 -0.71879 -3.15316
C 1.78230 -1.72991 -0.01927
C 2.92460 -1.02019 -0.40178
C 3.54052 -0.13296 0.45891
C 3.03518 0.02700 1.74533
C 1.97442 -0.74570 2.19079
C 1.34300 -1.64650 1.32206
H 4.98900 -6.85449 -1.59404
H 3.71933 -6.49334 0.51208
H 1.96703 -4.77880 0.62481
H 2.74095 -3.71907 -3.45807
H 4.48649 -5.44958 -3.57271
H -0.09275 -3.76959 -3.63840
H -0.40085 -2.85235 -5.89342
H 0.33052 -0.52916 -6.40569
H 1.43886 0.81216 -4.65125
H 1.77499 -0.09628 -2.40313
H 3.31636 -1.14624 -1.40405
H 4.38163 0.45834 0.11797
H 3.49117 0.74530 2.41903
H 1.61144 -0.68085 3.21114
O 0.78604 4.52877 -4.60692
C 0.49868 3.78685 -3.69112
C -0.86471 3.18175 -3.42087
O -1.89927 3.46140 -4.00003
C -0.67844 2.17359 -2.34807
C 0.69744 2.25599 -1.84621
O 1.16973 1.53759 -0.92903
C 1.44653 3.25607 -2.63608
O 2.61845 3.57380 -2.50086
O -1.54614 1.36491 -1.93354
C -4.76797 -1.64040 -1.92925
N -3.68045 -2.14424 -1.10139
C -2.79864 -3.06219 -1.80040
C -3.04606 -1.25500 -0.23684
O -1.82180 -1.16952 -0.19876
N -3.86688 -0.52811 0.56418
C -5.11087 -1.05671 1.09134
C -3.28430 0.56567 1.32654
H -4.39551 -1.37829 -2.92675
H -5.19654 -0.74370 -1.48847
H -5.55472 -2.39119 -2.03925
H -3.37691 -3.93266 -2.12398
H -1.99794 -3.38330 -1.14027
H -2.34335 -2.59605 -2.68367
H -5.35589 -2.00436 0.61992
H -5.93269 -0.35337 0.92602
H -4.99328 -1.22396 2.16612
H -2.49905 1.04134 0.75489
H -2.88680 0.20576 2.28373
H -4.06428 1.30800 1.51235
S -0.34775 5.97568 4.07933
C -0.41396 4.51327 3.06052
C -0.28301 3.24616 3.60398
C -0.36707 2.14559 2.75572
N -0.56651 2.26607 1.43631
C -0.67817 3.49428 0.92820
C -0.60733 4.64902 1.69775
C -1.81039 5.73365 5.07598
C -1.70442 5.38436 6.40302
C -2.87094 5.20115 7.14886
N -4.08944 5.34793 6.64672
C -4.18074 5.67793 5.36057
C -3.07453 5.88546 4.54047
H -0.13342 3.09837 4.66794
H -0.28314 1.13718 3.15421
H -0.83570 3.56359 -0.14391
H -0.70540 5.62436 1.23866
H -0.73174 5.24964 6.85835
H -2.80460 4.91349 8.19269
H -5.18159 5.78572 4.95639
H -3.20057 6.15085 3.49818
S 0.16254 -2.83046 1.94862
C -0.98056 -1.93028 3.01075
N -2.34200 -2.39914 2.87753
C -2.81668 -2.82081 4.20549
C -2.59849 -1.87002 5.14069
C -1.69898 -0.79953 4.85381
N -0.68220 -1.08865 3.91305
H -2.40189 -3.12512 2.17575
H -3.19100 -3.82308 4.37453
H -2.98023 -2.00851 6.15305
H -1.49874 -0.01079 5.56557

Energy above the lowest of the compared OMol25 structures with the same formula, charge and spin (eV): 3.033
Charge: -2
E_HOMO (Eh): -0.0119

***

The following is a DFT calculation (ωB97M-V with the def2-TZVPD basis set) of a molecular structure, C42H38N6ORhS2.

Atoms and positions in Å:
Rh 0.74409 -1.36637 1.26675
N 2.12010 -1.25454 2.74832
C 2.38684 -0.01743 3.44567
C 3.70962 0.31649 3.69929
C 4.01794 1.50718 4.33119
C 2.98754 2.36684 4.68653
C 1.67427 2.02362 4.42046
C 1.33525 0.81272 3.80973
C -0.08053 0.48276 3.51633
C -1.07410 1.05975 4.31996
C -2.41700 0.96375 4.01403
C -2.80427 0.26524 2.87852
C -1.84068 -0.37136 2.11612
C -0.48055 -0.29564 2.42252
H 2.97412 -1.60192 2.32237
H 1.79312 -1.97700 3.38740
H 4.49800 -0.37013 3.41035
H 5.04809 1.76055 4.54024
H 3.20770 3.31399 5.16021
H 0.88929 2.72724 4.66058
H -0.77864 1.59370 5.21421
H -3.15306 1.42843 4.65610
H -3.84962 0.18169 2.61016
H -2.16565 -0.98662 1.28211
C -0.87686 -4.06696 4.22189
C -1.56533 -4.97882 3.43136
C -1.60430 -4.78550 2.06534
C -0.94120 -3.70225 1.48246
C -0.19698 -2.80537 2.26159
C -0.21095 -2.99665 3.64598
C -0.97882 -3.43332 0.04568
C -1.69142 -4.25626 -0.86549
C -1.59886 -4.02779 -2.19667
C -0.78847 -2.96926 -2.67363
C -0.61526 -2.71838 -4.05229
C 0.16132 -1.67968 -4.47739
C 0.77903 -0.84261 -3.52713
C 0.61933 -1.05945 -2.18497
C -0.15724 -2.14429 -1.72410
N -0.27443 -2.38295 -0.36874
H -0.86595 -4.18294 5.29826
H -2.07778 -5.81924 3.87818
H -2.15568 -5.48920 1.45686
H 0.25818 -2.28404 4.31719
H -2.30287 -5.06218 -0.49213
H -2.13547 -4.64731 -2.90478
H -1.10933 -3.36888 -4.76329
H 0.29564 -1.49079 -5.53372
H 1.37704 -0.00673 -3.86710
H 1.07235 -0.40368 -1.45351
S 2.61283 -3.87244 0.82138
C 3.30373 -2.81224 -0.22252
N 4.14472 -3.24018 -1.22802
C 4.71030 -2.42662 -2.14258
C 4.51556 -1.08914 -2.05337
C 3.68501 -0.65940 -0.99622
N 3.08380 -1.45226 -0.14785
H 4.29649 -4.23890 -1.26751
H 5.29689 -2.90205 -2.91611
H 4.95970 -0.40015 -2.75254
H 3.48171 0.39995 -0.85867
C -3.13006 5.55188 -1.59812
C -1.73745 4.97409 -1.38140
C -1.77698 3.82125 -0.38969
N -0.47693 3.15711 -0.25306
C -0.20565 1.85528 -0.17924
S 1.20301 1.31975 0.57447
N -1.11188 0.94957 -0.65545
C -1.99707 0.98498 -1.74997
O -2.94400 0.23919 -1.75078
C -1.65911 1.86679 -2.90574
C -2.70241 2.29145 -3.72148
C -2.43661 3.07797 -4.83069
C -1.12620 3.41855 -5.14055
C -0.08019 2.97019 -4.34426
C -0.34594 2.20031 -3.22290
H -3.10936 6.35356 -2.33488
H -3.54233 5.96038 -0.67386
H -3.81558 4.78317 -1.96044
H -1.06701 5.75112 -1.00327
H -1.32175 4.61992 -2.32611
H -2.52776 3.09494 -0.68775
H -2.06344 4.18505 0.60138
H 0.27356 3.73698 0.09455
H -1.07838 0.04720 -0.19418
H -3.71446 1.99937 -3.47264
H -3.24909 3.41833 -5.45834
H -0.91885 4.03228 -6.00735
H 0.94107 3.22438 -4.59613
H 0.47257 1.85001 -2.60710

Energy above the lowest of the compared OMol25 structures with the same formula, charge and spin (eV): 0.267
Charge: +1
E_HOMO (Eh): -0.3777

***

The following is a DFT calculation (ωB97M-V with the def2-TZVPD basis set) of a molecular structure, C42H39BrN2O10P2Pt in a non-equilibrium geometry.

Atoms and positions in Å:
Pt 0.36870 0.32109 -0.73139
O -0.27441 1.83412 0.41822
C 0.54168 2.74317 1.10174
C 1.98422 2.64450 0.60329
C 2.54629 1.36398 1.07871
C 3.42495 1.28150 2.14254
C 3.90681 0.04464 2.52524
C 3.51102 -1.08431 1.83044
C 2.61541 -0.95477 0.78631
C 2.05028 -2.11264 0.07471
C 0.62893 -2.32402 0.65627
O -0.05822 -1.07732 0.71703
C 0.77211 -2.85970 2.09426
C 0.84167 -1.97666 3.16713
C 1.00300 -2.45162 4.46332
C 1.09285 -3.81559 4.69913
C 1.02663 -4.70146 3.63160
C 0.86756 -4.22873 2.33517
C -0.13704 -3.36265 -0.16911
C 0.42093 -4.08848 -1.21151
C -0.36372 -4.96703 -1.95211
C -1.70650 -5.13020 -1.65042
C -2.25895 -4.42994 -0.58189
C -1.47831 -3.55164 0.14993
N 2.14411 0.25338 0.45092
C -0.04989 4.12767 0.80361
C -1.34273 4.37193 1.26670
C -1.97293 5.57365 0.99051
C -1.31431 6.54836 0.24775
C -0.03560 6.30346 -0.22448
C 0.59473 5.09173 0.04206
C 0.51267 2.51278 2.61915
C 1.02385 3.47417 3.48865
C 1.00666 3.25661 4.85906
C 0.47392 2.07877 5.37223
C -0.04512 1.12599 4.50800
C -0.02711 1.34287 3.13294
H 1.95297 2.64064 -0.48909
H 2.57532 3.48076 0.96616
H 3.71842 2.18355 2.65994
H 4.58282 -0.04200 3.36729
H 3.87567 -2.06723 2.09550
H 1.95448 -1.87917 -0.98717
H 2.65870 -3.00263 0.20855
H 0.75755 -0.91674 2.98219
H 1.05308 -1.75060 5.28930
H 1.20782 -4.19043 5.70921
H 1.08714 -5.76909 3.80568
H 0.80717 -4.92843 1.51074
H 1.46388 -3.97015 -1.48285
H 0.08103 -5.51531 -2.77468
H -2.32233 -5.79299 -2.24683
H -3.30446 -4.55747 -0.32785
H -1.91281 -2.98085 0.96411
H -1.85798 3.59931 1.82594
H -2.97900 5.74899 1.35243
H -1.80691 7.48667 0.02317
H 0.47995 7.05411 -0.81146
H 1.57921 4.91352 -0.37214
H 1.41885 4.40487 3.09204
H 1.39784 4.01297 5.52986
H 0.45148 1.91346 6.44278
H -0.47627 0.21107 4.90050
H -0.43797 0.61663 2.44158
N -0.04875 -0.44366 -5.24633
C 0.81547 0.61644 -4.63725
C 1.50793 1.41548 -5.74737
P 2.09930 -0.17190 -3.55569
O 1.60058 -1.68968 -3.46845
O 3.43350 -0.10596 -4.16300
O 1.95487 0.52645 -2.18074
P -0.15790 1.80198 -3.60070
O -1.41456 1.89346 -4.62460
O 0.53921 3.08148 -3.42557
O -0.74353 1.12263 -2.34066
H 0.53761 -1.19572 -5.59579
H -0.58727 -0.03085 -6.00481
H -0.80086 -0.89097 -4.57279
H 2.16424 0.76686 -6.33029
H 2.12764 2.18727 -5.29718
H 0.77356 1.90375 -6.39322
H 0.74283 -1.77215 -2.96491
H -2.01714 2.60984 -4.36703
Br -6.86316 -0.91697 1.03727
C -5.29199 -1.00983 -0.01960
C -4.22487 -0.18054 0.27527
C -3.07369 -0.26082 -0.49699
C -3.00151 -1.13941 -1.57142
C -4.09511 -1.94853 -1.85978
C -5.24075 -1.89669 -1.08068
C -1.78590 -1.28988 -2.44112
O -1.99087 -1.40685 -3.66349
O -0.60421 -1.38788 -1.92641
H -4.27490 0.51085 1.10564
H -2.25988 0.40112 -0.26377
H -4.04110 -2.63209 -2.69809
H -6.07868 -2.54827 -1.29101

Energy above the lowest of the compared OMol25 structures with the same formula, charge and spin (eV): 2.161
E_HOMO (alpha / beta) (Eh): -0.3250 / -0.3250

***

The following is a DFT calculation (ωB97M-V with the def2-TZVPD basis set) of a molecular structure, C42H39FN4O3P2RuS3 in a non-equilibrium geometry.

Atoms and positions in Å:
Ru -1.01050 1.16954 0.96896
N -1.04212 2.60128 3.69130
P -1.39993 3.08068 2.09162
C -0.32107 4.50896 1.79608
C 0.48552 4.62061 0.67241
C 1.31372 5.72896 0.51827
C 1.33436 6.71988 1.48668
C 0.52640 6.60919 2.61504
C -0.29621 5.50817 2.77058
C -3.05309 3.80918 2.06910
C -3.36244 4.64052 0.99211
C -4.62518 5.19289 0.87892
C -5.59037 4.92339 1.84278
C -5.28978 4.09384 2.91108
C -4.02194 3.53288 3.02223
P -0.36764 0.96562 3.26698
C -0.55803 0.20087 4.91231
C -0.74620 -1.16670 5.10143
C -0.90378 -1.67837 6.38124
C -0.85722 -0.84353 7.48824
C -0.66252 0.51765 7.31065
C -0.52464 1.03919 6.03125
C 1.30868 1.59955 2.92843
C 1.93758 2.50354 3.78105
C 3.09695 3.14767 3.38315
C 3.61430 2.93521 2.10843
C 2.97599 2.06480 1.24114
C 1.83570 1.38898 1.65677
H -1.86054 2.55636 4.28854
H 0.47014 3.84879 -0.08672
H 1.94194 5.81134 -0.35945
H 1.97900 7.58136 1.36730
H 0.54125 7.38290 3.37205
H -0.91561 5.41491 3.65517
H -2.61446 4.84510 0.23286
H -4.85872 5.83112 0.03709
H -6.57852 5.35586 1.75461
H -6.04015 3.87409 3.65863
H -3.82447 2.86490 3.85218
H -0.76447 -1.82433 4.24785
H -1.05533 -2.74230 6.50940
H -0.97121 -1.25156 8.48437
H -0.61706 1.18085 8.16479
H -0.37259 2.10343 5.92081
H 1.50643 2.71571 4.75133
H 3.59092 3.83221 4.06104
H 4.51023 3.45558 1.79508
H 3.36619 1.89697 0.24510
H 1.37768 0.67425 0.97592
S -3.58264 1.36190 -2.72156
C -2.69664 1.44203 -1.35823
S -3.15426 1.08497 0.27018
S -0.98243 1.84770 -1.22247
F -2.18869 -2.10867 -4.37617
C -1.12315 -2.39657 -3.60344
C -1.05895 -1.89392 -2.34066
C -0.00136 -2.24214 -1.50186
C 0.03466 -1.63075 -0.16258
O -0.86659 -0.81953 0.11564
C 1.13029 -2.02624 0.66313
C 2.04488 -2.89385 0.15791
N 2.03320 -3.44913 -1.07466
C 3.11418 -4.39635 -1.33588
C 3.89238 -4.49417 -2.60876
C 3.00957 -5.64142 -2.15406
C 1.00130 -3.11282 -1.95164
C 0.94225 -3.55577 -3.27981
C -0.10564 -3.21191 -4.11181
N -0.08898 -3.70039 -5.45057
C -0.20940 -5.13261 -5.66786
C 0.77845 -5.51911 -6.77872
N 1.02823 -4.28693 -7.61360
C -0.25309 -3.54020 -7.86243
C -0.72764 -2.94297 -6.52457
C 1.33570 -1.55341 2.09271
O 2.39564 -1.80851 2.64533
O 0.31307 -0.93731 2.54574
H -1.83253 -1.23282 -1.97006
H 2.86257 -3.17142 0.81315
H 3.70074 -4.50061 -0.43686
H 4.96370 -4.60237 -2.51701
H 3.57887 -3.89722 -3.45273
H 3.48474 -6.52357 -1.74931
H 2.09365 -5.84149 -2.68831
H 1.72711 -4.15526 -3.70983
H -1.23254 -5.41165 -5.94824
H 0.03451 -5.67308 -4.75812
H 0.39434 -6.29247 -7.43985
H 1.74305 -5.82916 -6.38274
H 1.49164 -4.53156 -8.48767
H 1.64758 -3.67386 -7.08018
H -0.95532 -4.26772 -8.26312
H -0.07289 -2.77793 -8.61527
H -1.81706 -2.98252 -6.50796
H -0.43364 -1.89925 -6.44135

2S+1: 2
Energy above the lowest of the compared OMol25 structures with the same formula, charge and spin (eV): 1.751
Charge: +1
E_HOMO (alpha / beta) (Eh): -0.3404 / -0.3353

***

The following is a DFT calculation (ωB97M-V with the def2-TZVPD basis set) of a molecular structure, C42H39GaN5O3P2S2.

Atoms and positions in Å:
Ga -0.25654 0.20037 0.54616
C -1.32821 -0.55037 4.44987
P -0.11121 -0.23695 3.11478
C 0.80196 1.18280 3.82316
C 1.13954 -1.55317 3.33306
C 1.14739 -2.38342 4.45077
C 2.14195 -3.33324 4.62687
C 3.14725 -3.46622 3.68358
C 3.15290 -2.64349 2.56959
C 2.15296 -1.69594 2.37453
P 2.20595 -0.59873 0.91153
C 3.70695 0.39425 1.28870
C 2.83836 -1.62585 -0.46017
H -1.88374 -1.46785 4.25753
H -2.02476 0.28796 4.48053
H -0.83212 -0.60705 5.41711
H 1.30729 0.89496 4.74440
H 0.09523 1.99002 4.01303
H 1.52135 1.54209 3.08937
H 0.37738 -2.29718 5.20335
H 2.13571 -3.95751 5.51024
H 3.92934 -4.20166 3.81388
H 3.95613 -2.73857 1.85098
H 4.50493 -0.26195 1.63425
H 3.50582 1.14318 2.05287
H 4.02287 0.89462 0.37352
H 3.70940 -2.20614 -0.16019
H 3.11986 -0.94473 -1.26234
H 2.06807 -2.29669 -0.83846
N -2.16277 0.18675 -3.24384
C -1.30936 -0.03354 -4.34773
C -1.85659 -0.11534 -5.61477
C -1.03710 -0.30858 -6.71989
C 0.32974 -0.41433 -6.55272
C 0.88103 -0.34056 -5.27809
C 0.06196 -0.15408 -4.18401
S 0.77604 -0.04894 -2.56537
N -0.53883 0.24798 -1.56479
C -1.76408 0.24260 -1.95500
C -2.80728 0.28933 -0.91061
C -4.17408 0.27159 -1.16944
C -5.06465 0.27325 -0.10943
C -4.57777 0.29721 1.18765
C -3.20721 0.30591 1.36374
N -2.35684 0.29309 0.34540
H -3.13846 0.05588 -3.44239
H -2.93057 -0.03970 -5.73533
H -1.47960 -0.37490 -7.70341
H 0.97229 -0.55266 -7.41028
H 1.95061 -0.42421 -5.13693
H -4.56106 0.24725 -2.17704
H -6.12909 0.25899 -0.29728
H -5.24237 0.28557 2.03817
H -2.74245 0.32422 2.33945
N -0.21549 2.04674 0.95596
C 0.05473 3.11965 0.33407
C -0.30995 4.43662 0.92888
C 0.41867 5.58247 0.60579
C 0.05130 6.81506 1.12104
C -1.05536 6.92068 1.94985
C -1.77447 5.78258 2.28878
C -1.39911 4.54673 1.79089
C 0.72131 3.23590 -1.00355
C 2.08274 2.99049 -1.13054
C 2.71769 3.16468 -2.35226
C 1.99029 3.57310 -3.45744
C 0.62338 3.79624 -3.34280
C -0.00730 3.64317 -2.11898
H 1.27691 5.51134 -0.04858
H 0.62260 7.69822 0.86826
H -1.35876 7.88740 2.32835
H -2.63390 5.86937 2.94067
H -1.96091 3.65306 2.03209
H 2.64458 2.70353 -0.24958
H 3.78312 2.99392 -2.43952
H 2.48502 3.72863 -4.40679
H 0.05553 4.12611 -4.20342
H -1.06707 3.84786 -2.01699
O -2.09667 -4.35787 -2.82566
S -0.85782 -4.01608 -2.19377
O 0.30460 -3.87938 -3.02797
N -1.02577 -2.61913 -1.33527
C -0.60933 -2.76018 -0.11483
O -0.41797 -1.79959 0.73097
C -0.35028 -4.16442 0.29964
C -0.06149 -4.63748 1.56753
C 0.08677 -6.00868 1.73761
C -0.04436 -6.87576 0.65954
C -0.32028 -6.39453 -0.61747
C -0.47543 -5.03584 -0.77059
H 0.02925 -3.95102 2.39983
H 0.30275 -6.40436 2.72093
H 0.06301 -7.94150 0.80766
H -0.41607 -7.06409 -1.46095

Charge: +1
E_HOMO (Eh): -0.3662